{
  "formula": "C37H34N3O3ReSbSe3Te",
  "method": "ωB97M-V with the def2-TZVPD basis set",
  "largest_force_ev_per_a": 2.10,
  "spin_multiplicity": 4,
  "homo_lumo_gap_ev": [5.856, 5.725],
  "e_lumo_ev": [-1.08, -1.53],
  "homo_energy_ha": [-0.2548, -0.2665],
  "energy_ev": -261530.4660,
  "charge": 0,
  "symbols": ["Re", "Se", "Se", "Te", "Se", "C", "O", "C", "C", "C", "C", "C", "C", "N", "N", "C", "C", "C", "C", "O", "C", "N", "C", "C", "C", "C", "H", "H", "H", "H", "H", "H", "H", "H", "H", "H", "H", "H", "C", "C", "C", "O", "H", "H", "H", "H", "H", "H", "H", "C", "C", "C", "C", "C", "C", "Sb", "C", "C", "C", "C", "C", "C", "C", "C", "C", "C", "C", "C", "H", "H", "H", "H", "H", "H", "H", "H", "H", "H", "H", "H", "H", "H", "H"],
  "xyz": [[0.02160, 0.42020, -0.36050], [1.20470, -1.08210, 1.01450], [2.58050, 0.32660, 2.20170], [1.02090, 1.74990, 3.60700], [-0.84120, 0.48030, 4.37550], [2.75560, 5.86870, -4.96670], [1.48890, 6.40760, -5.26640], [0.58840, 6.58180, -4.26510], [0.83840, 6.35060, -2.91510], [-0.16780, 6.50860, -1.98500], [-1.44420, 6.91580, -2.38190], [-1.66840, 7.22020, -3.73020], [-0.67510, 7.03650, -4.65790], [-2.51200, 7.09750, -1.52140], [-2.75200, 6.39670, -0.53100], [-2.19130, 5.19850, -0.19730], [-2.01280, 4.94830, 1.16710], [-1.38740, 3.81500, 1.64740], [-0.92740, 2.85830, 0.74620], [-0.25380, 1.76390, 1.04370], [-1.19590, 3.03490, -0.63890], [-0.79010, 2.00690, -1.42160], [-1.05670, 2.05670, -2.72110], [-1.79540, 3.08840, -3.28310], [-2.22920, 4.13420, -2.49420], [-1.87630, 4.16380, -1.13580], [3.25130, 5.73810, -5.92900], [2.67350, 4.89710, -4.46610], [3.34930, 6.54590, -4.34250], [1.81640, 6.04050, -2.58290], [0.04020, 6.33850, -0.93760], [-2.65080, 7.55400, -4.02300], [-0.84160, 7.23300, -5.70410], [-2.32960, 5.71470, 1.85550], [-1.25350, 3.65230, 2.70780], [-0.70220, 1.21920, -3.31020], [-2.01780, 3.06270, -4.33830], [-2.84540, 4.91170, -2.91440], [0.22300, -1.88890, -3.91090], [0.95400, -1.38580, -2.66310], [2.18960, -0.55540, -3.02980], [0.07920, -0.63670, -1.88870], [0.88010, -2.51670, -4.50560], [-0.10150, -1.04310, -4.51530], [-0.65430, -2.46630, -3.62320], [1.28030, -2.24930, -2.04840], [1.88020, 0.33560, -3.57170], [2.86770, -1.13210, -3.65200], [2.71040, -0.24960, -2.12190], [-7.40270, -0.39300, -2.54320], [-6.41560, 0.39130, -3.11320], [-5.12600, 0.34240, -2.61290], [-4.81960, -0.48260, -1.54530], [-5.80480, -1.26690, -0.97690], [-7.09370, -1.22420, -1.47870], [-2.84120, -0.37240, -0.68690], [-3.65730, 0.73110, 0.98790], [-3.69410, 0.26480, 2.29100], [-4.24510, 1.05150, 3.29150], [-4.77060, 2.29610, 2.99450], [-4.73820, 2.76370, 1.69020], [-4.17580, 1.98690, 0.69450], [-2.67270, -2.40170, 0.03230], [-1.95780, -2.71370, 1.18090], [-1.70970, -4.03730, 1.50890], [-2.15400, -5.05490, 0.68090], [-2.86310, -4.74820, -0.46950], [-3.11800, -3.42690, -0.79350], [-8.41220, -0.35260, -2.92640], [-6.64950, 1.04590, -3.94120], [-4.35070, 0.95920, -3.05670], [-5.56420, -1.90730, -0.13980], [-7.86450, -1.83440, -1.03140], [-3.29160, -0.70590, 2.54920], [-4.24310, 0.68360, 4.30690], [-5.20480, 2.90470, 3.77440], [-5.14340, 3.73610, 1.44910], [-4.14800, 2.35920, -0.32500], [-1.58060, -1.92780, 1.82630], [-1.15640, -4.27030, 2.40710], [-1.94370, -6.08690, 0.92450], [-3.20790, -5.54030, -1.12010], [-3.67040, -3.18380, -1.69440]]
}

{
  "formula": "C37H35BrCrN7OS",
  "method": "ωB97M-V with the def2-TZVPD basis set",
  "largest_force_ev_per_a": 0.17,
  "de_lowest_kcal_mol": 0.0,
  "spin_multiplicity": 4,
  "homo_lumo_gap_ev": [6.678, 6.574],
  "e_lumo_ev": [-5.84, -5.94],
  "homo_energy_ha": [-0.4599, -0.4599],
  "energy_ev": -160705.8788,
  "charge": 2,
  "symbols": ["Cr", "Br", "C", "C", "C", "C", "O", "C", "C", "N", "C", "C", "C", "C", "C", "C", "C", "C", "N", "C", "C", "H", "H", "H", "H", "H", "H", "H", "H", "H", "H", "C", "C", "C", "C", "N", "C", "C", "C", "C", "C", "C", "N", "H", "H", "H", "H", "H", "H", "H", "H", "S", "C", "N", "C", "C", "C", "C", "H", "H", "H", "H", "H", "C", "C", "N", "C", "C", "N", "C", "C", "H", "H", "H", "H", "H", "H", "H", "H", "H", "H", "H", "H"],
  "xyz": [[0.34897, -0.17516, 0.98914], [5.59142, 2.24608, 5.58542], [4.50405, 1.48716, 4.24958], [5.00308, 0.44410, 3.45342], [4.22785, -0.13051, 2.47655], [2.91046, 0.30105, 2.24460], [2.21578, -0.28668, 1.29880], [2.41154, 1.36723, 3.04214], [1.10897, 1.92040, 2.89550], [0.19096, 1.50842, 2.07516], [-1.09821, 2.10424, 2.03554], [-1.43073, 3.34999, 2.49671], [-2.76259, 3.80742, 2.41195], [-3.73955, 3.03015, 1.85951], [-3.41888, 1.75322, 1.34166], [-4.36146, 0.90112, 0.71863], [-3.96101, -0.30298, 0.21688], [-2.61013, -0.66857, 0.32191], [-1.70515, 0.09692, 0.89599], [-2.09280, 1.30112, 1.42416], [3.23533, 1.94284, 4.04136], [6.01395, 0.09304, 3.61459], [4.61640, -0.93083, 1.86092], [0.87272, 2.75145, 3.55864], [-0.68201, 4.00758, 2.91903], [-3.00159, 4.79209, 2.78928], [-4.76003, 3.38480, 1.79804], [-5.39311, 1.22124, 0.64074], [-4.64672, -0.97264, -0.28012], [-2.26893, -1.61151, -0.08629], [2.84637, 2.75607, 4.64196], [0.10494, -1.50749, 5.14585], [0.71657, -2.74565, 5.05367], [0.99795, -3.26735, 3.80126], [0.68616, -2.52658, 2.67377], [0.15709, -1.29429, 2.77187], [-0.14695, -0.81210, 3.97955], [0.79721, -3.04794, 1.29197], [1.18002, -4.34764, 1.01810], [1.09300, -4.82552, -0.28115], [0.58304, -3.99517, -1.26018], [0.24550, -2.69794, -0.91991], [0.38130, -2.20975, 0.31696], [-0.16569, -1.07724, 6.09910], [0.95585, -3.31105, 5.94416], [1.44335, -4.24636, 3.71361], [-0.61377, 0.16238, 4.00768], [1.52121, -4.99864, 1.80817], [1.38919, -5.84036, -0.50994], [0.44071, -4.32992, -2.27756], [-0.18026, -2.04421, -1.66642], [-2.24831, -1.22926, -2.92553], [-2.44683, -1.30751, -4.60957], [-3.43959, -2.08404, -5.12102], [-3.71749, -2.22533, -6.44084], [-2.97385, -1.56631, -7.36655], [-1.92483, -0.74865, -6.90605], [-1.66659, -0.62319, -5.56768], [-4.00356, -2.57689, -4.44130], [-4.54388, -2.87648, -6.68454], [-3.19110, -1.67526, -8.41761], [-1.31531, -0.21101, -7.62086], [-0.86461, 0.00393, -5.20848], [1.85876, 2.01325, -0.46866], [2.07227, 2.97086, -1.66474], [1.45571, 2.41634, -2.86299], [0.00904, 2.42804, -2.68290], [-0.38062, 1.76251, -1.33980], [0.78876, 1.01158, -0.78960], [1.31598, 0.15488, -1.89721], [1.91504, 1.04300, -3.01329], [1.56041, 2.56816, 0.41618], [2.76173, 1.45390, -0.23639], [3.13745, 3.11884, -1.84175], [1.63228, 3.94936, -1.46985], [-0.45258, 1.89517, -3.51574], [-0.34507, 3.45855, -2.71527], [-1.21076, 1.07859, -1.51303], [-0.67341, 2.50189, -0.59378], [0.46781, -0.40041, -2.29106], [2.05212, -0.53414, -1.48073], [1.61471, 0.66134, -3.98970], [3.00496, 1.04226, -2.98166]]
}